{
  "formula": "C10H21NO",
  "method": "ωB97M-V/def2-TZVPD",
  "elements": ["C", "C", "C", "C", "C", "C", "C", "C", "C", "C", "H", "H", "H", "H", "H", "H", "H", "H", "H", "H", "H", "H", "H", "H", "H", "H", "H", "H", "H", "H", "H", "N", "O"],
  "positions_angstrom": [[1.56, -0.04, 1.06], [1.71, 0.55, -0.21], [0.82, 1.98, -0.41], [-0.68, 1.63, -0.63], [-1.59, 1.71, 0.51], [-2.66, 0.37, 0.60], [-2.02, -1.08, 0.39], [-1.42, -1.49, -0.96], [0.12, -1.43, -0.82], [1.22, -0.50, -1.22], [2.24, -1.72, -0.30], [2.11, -2.02, 2.29], [1.99, 0.56, 1.96], [0.31, -0.28, 1.16], [3.57, -0.20, 0.12], [1.51, 2.61, -1.12], [0.81, 2.49, 0.59], [-0.61, 0.62, -1.13], [-1.16, 2.41, -1.72], [-1.13, 1.70, 1.57], [-1.89, 2.94, 0.45], [-2.88, 0.25, 1.83], [-3.65, 0.50, 0.04], [-3.02, -1.46, 0.78], [-1.40, -1.40, 1.28], [-1.63, -2.62, -1.33], [-1.71, -0.63, -1.51], [0.34, -1.61, 0.24], [0.23, -2.46, -1.38], [2.44, -1.07, -1.02], [1.07, 0.11, -2.09], [2.25, -1.21, 1.21], [3.15, 0.80, -0.21]],
  "homo_energy_ev": -8.08,
  "gap_ha": 0.30215,
  "de_lowest_kcal_mol": 323.9
}

{
  "formula": "C10H21NO4",
  "method": "ωB97M-V/def2-TZVPD",
  "elements": ["C", "C", "O", "C", "C", "O", "C", "C", "O", "C", "C", "O", "C", "C", "N", "H", "H", "H", "H", "H", "H", "H", "H", "H", "H", "H", "H", "H", "H", "H", "H", "H", "H", "H", "H", "H"],
  "positions_angstrom": [[-0.99, -2.15, -0.02], [-0.15, -1.45, 1.01], [0.96, -2.38, 0.96], [1.74, -2.41, -0.19], [2.42, -1.19, -0.49], [1.43, -0.06, -0.47], [2.10, 0.97, -1.13], [1.23, 2.03, -1.29], [1.32, 2.87, 0.12], [0.04, 2.48, 0.96], [-1.31, 2.13, 0.47], [-1.20, 0.95, -0.36], [-2.53, 0.40, -0.57], [-2.70, -0.49, 0.71], [-2.47, -1.78, 0.26], [-0.93, -3.20, -0.25], [-0.95, -1.48, -0.96], [0.41, -0.39, 0.81], [-0.67, -1.78, 2.02], [2.50, -3.19, 0.07], [1.31, -2.74, -1.14], [3.08, -0.82, 0.33], [3.13, -1.19, -1.43], [2.60, 0.60, -2.13], [2.99, 1.48, -0.71], [1.93, 2.55, -2.03], [0.27, 1.81, -1.54], [0.08, 3.30, 1.77], [0.38, 1.51, 1.59], [-1.83, 3.02, 0.11], [-2.06, 1.93, 1.26], [-2.37, -0.31, -1.54], [-3.25, 1.22, -0.87], [-2.00, -0.01, 1.50], [-3.81, -0.44, 1.29], [-2.64, -2.32, 1.31]],
  "homo_energy_ev": -8.60,
  "smiles": "C1COCCOCCOCCOCCN1",
  "gap_ha": 0.34769,
  "de_lowest_kcal_mol": 187.8
}

{
  "formula": "C10H21NO7S",
  "method": "ωB97M-V/def2-TZVPD",
  "elements": ["C", "C", "O", "O", "C", "C", "C", "C", "N", "C", "O", "O", "H", "H", "H", "H", "H", "H", "H", "H", "H", "H", "H", "H", "H", "C", "C", "O", "S", "C", "O", "O", "H", "H", "H", "H", "H", "H", "H", "H"],
  "positions_angstrom": [[7.69, 0.31, -1.19], [6.17, 0.61, -0.58], [5.33, -0.46, -0.61], [5.82, 1.92, -0.02], [4.79, 2.62, -0.81], [3.26, 2.05, -0.56], [2.34, 2.18, -1.94], [0.77, 1.94, -1.44], [0.29, 0.56, -1.93], [-0.75, 0.08, -0.92], [-0.63, -1.06, -0.19], [-2.00, 0.88, -0.73], [8.38, 0.21, -0.23], [8.03, 1.19, -1.89], [7.75, -0.74, -1.75], [4.78, 3.74, -0.41], [5.05, 2.71, -1.97], [3.21, 0.97, -0.11], [2.72, 2.76, 0.24], [2.41, 3.28, -2.35], [2.62, 1.36, -2.74], [0.11, 2.83, -1.88], [0.73, 1.98, -0.26], [1.13, -0.10, -1.94], [-1.94, 1.27, 0.21], [-3.58, -1.01, 0.78], [-3.94, -2.49, 0.89], [-4.79, -2.74, 2.00], [-6.35, -2.29, 1.90], [-6.93, -3.12, 3.35], [-6.95, -2.91, 0.74], [-6.44, -0.86, 2.13], [-4.47, -0.41, 0.56], [-2.85, -0.85, -0.01], [-3.17, -0.64, 1.73], [-4.39, -2.86, -0.04], [-3.02, -3.06, 1.05], [-6.84, -4.20, 3.21], [-7.98, -2.85, 3.50], [-6.34, -2.79, 4.21]],
  "homo_energy_ev": -10.18,
  "smiles": "CC(=O)OCCCCNC(=O)O.CCOS(C)(=O)=O",
  "gap_ha": 0.38753,
  "de_lowest_kcal_mol": 0.0
}

{
  "formula": "C10H22AlN2O4P",
  "method": "ωB97M-V/def2-TZVPD",
  "elements": ["O", "P", "O", "O", "C", "Al", "C", "C", "C", "O", "H", "H", "H", "H", "H", "H", "H", "H", "H", "H", "H", "C", "C", "N", "C", "C", "N", "C", "C", "H", "H", "H", "H", "H", "H", "H", "H", "H", "H", "H"],
  "positions_angstrom": [[4.64, 4.33, -1.41], [3.25, 3.84, -1.31], [2.62, 4.15, 0.13], [2.29, 4.66, -2.31], [3.06, 2.12, -1.61], [1.36, 1.10, -1.10], [-0.02, 2.15, -0.05], [-0.43, 3.43, -0.80], [-0.65, 3.34, -2.27], [-1.75, 3.53, -1.20], [2.46, 5.10, 0.19], [2.31, 4.25, -3.18], [3.91, 1.68, -1.10], [3.20, 1.99, -2.68], [1.84, -0.15, -0.11], [0.75, 0.38, -2.42], [0.31, 2.45, 0.94], [-0.95, 1.59, -0.02], [0.05, 4.34, -0.48], [-1.04, 2.46, -2.75], [-0.81, 4.24, -2.85], [-1.69, -0.46, 1.97], [-2.42, -1.51, 1.15], [-1.65, -2.76, 1.10], [-0.47, -2.93, 0.42], [-0.10, -4.23, 0.59], [-1.07, -4.82, 1.37], [-2.00, -3.91, 1.66], [-1.09, -6.22, 1.81], [-0.70, -0.28, 1.56], [-2.24, 0.48, 1.95], [-1.58, -0.78, 3.01], [-2.56, -1.17, 0.12], [-3.40, -1.73, 1.56], [-0.02, -2.11, -0.11], [0.75, -4.78, 0.24], [-2.88, -4.08, 2.26], [-1.98, -6.71, 1.43], [-1.07, -6.27, 2.89], [-0.21, -6.72, 1.41]],
  "homo_energy_ev": -7.46,
  "gap_ha": 0.24906
}

{
  "formula": "C10H22BrFN5P",
  "method": "ωB97M-V/def2-TZVPD",
  "elements": ["C", "C", "N", "P", "N", "C", "N", "C", "C", "C", "C", "N", "Br", "C", "C", "C", "N", "H", "H", "H", "H", "H", "H", "H", "H", "H", "H", "H", "H", "H", "H", "H", "H", "H", "H", "H", "H", "H", "H", "F"],
  "positions_angstrom": [[0.84, 5.07, 0.83], [0.12, 3.96, 0.93], [-0.68, 2.77, 0.52], [-2.49, 2.89, 0.60], [-2.95, 4.08, 1.58], [-0.11, 1.60, 0.09], [-1.10, 0.55, -0.31], [-1.21, -0.53, 0.73], [-1.41, -1.97, 0.01], [-1.93, -3.03, 1.15], [-2.63, -1.95, -1.11], [1.35, 1.48, 0.01], [2.16, 1.25, 1.68], [1.79, 0.48, -1.01], [1.99, -1.03, -0.46], [3.58, -1.42, -0.27], [4.28, -1.49, -1.62], [1.46, 6.05, 0.70], [-2.99, 3.01, -0.74], [-3.03, 1.67, 1.18], [-3.53, 4.72, 1.02], [-0.90, 0.19, -1.26], [-2.18, -0.37, 1.37], [-0.33, -0.50, 1.48], [-0.47, -2.34, -0.54], [-3.05, -2.74, 1.34], [-1.92, -4.08, 0.64], [-1.29, -3.00, 2.11], [-2.21, -1.59, -2.14], [-3.43, -1.16, -0.82], [-3.05, -3.00, -1.29], [1.10, 0.44, -1.96], [2.84, 0.82, -1.42], [1.38, -1.30, 0.48], [1.61, -1.76, -1.30], [4.14, -0.61, 0.34], [3.69, -2.41, 0.30], [4.87, -0.64, -1.69], [3.58, -1.51, -2.40], [2.16, -2.44, 1.24]],
  "homo_energy_ev": -7.15,
  "gap_ha": 0.17523
}

{
  "formula": "C10H22Cl3CuN",
  "method": "ωB97M-V/def2-TZVPD",
  "elements": ["Cu", "C", "C", "C", "C", "N", "C", "C", "C", "C", "C", "H", "H", "H", "H", "H", "H", "H", "H", "H", "H", "H", "H", "H", "H", "H", "H", "H", "H", "H", "H", "Cl", "C", "Cl", "Cl", "H", "H"],
  "positions_angstrom": [[2.18, -2.14, 3.07], [-2.70, -2.94, 1.58], [-2.54, -2.90, 0.07], [-2.01, -1.55, -0.43], [-0.87, -0.95, 0.33], [-0.38, 0.43, -0.24], [-1.50, 1.40, -0.41], [-0.97, 2.78, -0.05], [0.47, 2.63, 0.47], [0.47, 1.13, 0.85], [0.47, 0.21, -1.57], [-1.72, -3.08, 2.03], [-3.23, -3.88, 1.67], [-3.25, -2.09, 1.98], [-3.48, -3.05, -0.47], [-1.73, -3.53, -0.29], [-2.82, -0.83, -0.50], [-1.72, -1.60, -1.48], [0.04, -1.55, 0.27], [-1.07, -0.76, 1.38], [-1.88, 1.38, -1.43], [-2.28, 1.02, 0.25], [-1.11, 3.63, -0.72], [-1.60, 3.19, 0.73], [1.26, 2.87, -0.24], [0.57, 3.21, 1.39], [1.47, 0.74, 0.99], [-0.10, 1.04, 1.78], [1.26, -0.53, -1.48], [0.93, 1.16, -1.85], [-0.18, -0.09, -2.38], [2.92, -1.78, 0.72], [4.97, 1.19, -1.06], [3.75, 2.19, -1.91], [6.40, 1.08, -2.09], [5.39, 1.75, -0.23], [4.61, 0.20, -0.76]],
  "s2": 2.01,
  "homo_energy_ev": [-11.62, -13.16],
  "charge": 1,
  "gap_ha": [0.32906, 0.22084],
  "spin_multiplicity": 3
}

| no. | strongest force on any atom (hartree/bohr) |
| --- | --- |
| 1 | 0.1602 |
| 2 | 0.1455 |
| 3 | 0.1712 |
| 4 | 0.0661 |
| 5 | 0.1432 |
| 6 | 0.0430 |